Record 1
25
Properties=species:S:1:pos:R:3 method="wB97M-V/def2-TZVPD" charge=+1 e_tot_ev=-17615.99450 homo_ev=-13.406
C 2.92563 1.60235 0.09339
C 2.11913 2.27925 -0.83952
C 2.72664 0.28576 0.41246
C 1.12900 1.48462 -1.53884
C 1.78343 -0.42735 -0.22223
C 0.83076 0.14751 -1.11169
C 1.32079 -1.80565 -0.09759
C -2.51762 -0.19088 0.56462
C -0.12363 -0.87166 -1.59055
C -3.30405 0.77418 -0.12035
N 0.32743 -2.05862 -0.94507
N 1.83341 -2.68904 0.73798
O -0.90534 -0.76779 -2.47366
O -1.56583 -0.79069 0.16408
H 3.86578 2.00287 0.44439
H 2.36829 3.23923 -1.14958
H 3.34040 -0.38716 1.06548
H 0.48490 2.06322 -2.28264
H -2.87613 -0.51737 1.46478
H -2.77829 0.94566 -1.03453
H -3.82178 1.58000 0.50399
H -4.25671 0.26800 -0.26411
H -0.36471 -2.80624 -0.70319
H 2.50764 -2.47009 1.35863
H 1.41352 -3.52199 0.97958

Record 2
8
Properties=species:S:1:pos:R:3 method="wB97M-V/def2-TZVPD" charge=+1 e_tot_ev=-16412.05964 homo_ev=-15.509
C 0.90314 0.36529 0.06159
C 0.46317 -0.91786 -0.19218
N 0.00306 1.37148 0.01640
N -1.06761 1.72636 0.06838
O -2.07179 -0.27604 -0.11701
P -1.36841 -1.53219 -0.05045
H 1.80453 0.80155 0.32473
H 1.33391 -1.53858 -0.11146

What are the energy relative to the best compared isomer or geometry (same formula, charge and spin) values for these records? In order: 11.40, 35.58 kJ/mol.
What are the gap between HOMO and LUMO values for these records? In order: 8.79, 8.34 eV.